Version P
The following is a quantum chemistry calculation of a cluster of 3 separate species, C3H12O2S2 in total, from the Open Molecules 2025 dataset.

Output
charge	0

Last columns: bonded neighbours and bond lengths (Å).
Element x y z (Å)
1 C 2.316 -1.280 -1.641  C2 1.523, H6 1.124, H7 1.107, H8 1.155
2 C 0.939 -1.740 -1.179  C1 1.523, S3 1.842, H9 1.153, H10 1.055
3 S -0.343 -0.423 -1.298  C2 1.842, S4 2.171
4 S -1.815 -1.380 -0.021  S3 2.171, C5 1.851
5 C -1.624 -0.047 1.249  S4 1.851, H11 1.039, H12 1.075, H13 1.156
6 H 2.314 -1.171 -2.759  C1 1.124
7 H 2.679 -0.395 -1.083  C1 1.107
8 H 3.094 -2.123 -1.503  C1 1.155
9 H 1.124 -2.202 -0.139  C2 1.153
10 H 0.622 -2.551 -1.774  C2 1.055
11 H -1.220 0.811 0.826  C5 1.039
12 H -0.997 -0.208 2.108  C5 1.075
13 H -2.635 0.381 1.610  C5 1.156
14 O -0.942 4.478 1.840  H15 1.072, H16 0.988
15 H -0.743 4.065 0.871  O14 1.072
16 H -1.278 3.600 2.142  O14 0.988
17 O 2.955 1.175 1.437  H18 0.981, H19 1.014
18 H 3.010 1.569 2.333  O17 0.981
19 H 2.652 0.240 1.686  O17 1.014


Version Q
The following is a quantum chemistry calculation of a cluster of 3 separate species, C3H12O2S2 in total, from the Open Molecules 2025 dataset.

Output
charge	0

Last columns: bonded neighbours and bond lengths (Å).
Element x y z (Å)
1 C 1.501 -0.845 -1.560  C2 1.503, H6 1.082, H7 1.164, H8 1.152
2 C 0.347 -0.877 -0.598  C1 1.503, C3 1.517, H9 1.116, H10 1.097
3 C -0.066 0.480 -0.061  C2 1.517, S4 1.873, H11 1.051, H12 1.078
4 S -1.369 0.405 1.283  C3 1.873, S5 2.037
5 S -2.897 -0.412 0.213  S4 2.037, H13 1.368
6 H 1.203 -0.222 -2.392  C1 1.082
7 H 1.658 -1.919 -1.979  C1 1.164
8 H 2.557 -0.552 -1.204  C1 1.152
9 H -0.623 -1.302 -0.948  C2 1.116
10 H 0.644 -1.607 0.165  C2 1.097
11 H 0.613 1.042 0.511  C3 1.051
12 H -0.671 1.019 -0.773  C3 1.078
13 H -2.138 -0.449 -0.924  S5 1.368
14 O -0.957 0.658 -4.753  H15 0.949, H16 1.004
15 H -1.582 -0.020 -4.977  O14 0.949
16 H -1.234 1.334 -5.442  O14 1.004
17 O 6.432 0.531 4.659  H18 1.069, H19 1.029
18 H 6.591 -0.416 4.189  O17 1.069
19 H 6.744 1.150 3.900  O17 1.029


Version R
The following is a quantum chemistry calculation of a cluster of 4 separate species, C3H12O2S2 in total, from the Open Molecules 2025 dataset.

Output
charge	0

Last columns: bonded neighbours and bond lengths (Å).
Element x y z (Å)
1 C -1.198 1.686 -0.692  C2 1.524, H6 1.092, H7 1.085, H8 1.086
2 C -0.618 1.165 -2.001  C1 1.524, S3 1.781, H9 1.097, H10 1.109
3 S 0.695 -0.017 -1.773  C2 1.781
4 S -0.084 -3.181 -0.696  C5 1.800, H15 1.376
5 C 0.737 -2.315 0.650  S4 1.800, H11 1.093, H12 1.084, H13 1.085
6 H -1.521 0.816 -0.118  C1 1.092
7 H -0.434 2.140 -0.068  C1 1.085
8 H -2.083 2.307 -0.801  C1 1.086
9 H -0.347 1.974 -2.691  C2 1.097
10 H -1.304 0.508 -2.574  C2 1.109
11 H 0.610 -2.882 1.576  C5 1.093
12 H 0.351 -1.317 0.823  C5 1.084
13 H 1.811 -2.285 0.499  C5 1.085
14 H 0.895 0.769 1.816  O19 0.998
15 H 0.129 -2.184 -1.620  S4 1.376
16 O -0.540 0.704 2.461  H17 0.963
17 H -0.471 0.643 3.420  O16 0.963
18 H 1.587 0.687 0.424  O19 0.967
19 O 1.786 0.781 1.366  H14 0.998, H18 0.967


The data favor version P; the next most stable structure lies 0.154 eV above it.


Version P
The following is a quantum chemistry calculation of a cluster of 5 separate species, C3H14NO4 in total, from the Open Molecules 2025 dataset.

Output
charge	+1

Last columns: bonded neighbours and bond lengths (Å).
Element x y z (Å)
1 C -0.931 -0.917 -1.301  C2 1.317, N4 1.500, H5 1.106
2 C -2.146 -1.191 -1.727  C1 1.317, H6 1.089, H7 1.142
3 C -1.229 1.309 -0.250  N4 1.280, H8 1.090, H9 1.098
4 N -0.645 0.172 -0.310  C1 1.500, C3 1.280, H10 1.034
5 H -0.005 -1.294 -1.776  C1 1.106
6 H -3.087 -0.743 -1.412  C2 1.089
7 H -2.263 -2.005 -2.520  C2 1.142
8 H -0.962 2.021 0.532  C3 1.090
9 H -1.967 1.637 -0.994  C3 1.098
10 H 0.054 -0.111 0.398  N4 1.034
11 H 2.497 -0.605 -0.164  O13 0.949
12 H 2.424 0.424 1.025  O13 0.971
13 O 1.913 -0.087 0.376  H11 0.949, H12 0.971
14 H 0.575 2.317 -2.571  O16 0.930
15 H 1.140 1.754 -1.241  O16 0.948
16 O 0.618 2.431 -1.649  H14 0.930, H15 0.948
17 H 2.259 -0.620 2.722  O19 0.970
18 H 1.442 0.167 3.798  O19 0.954
19 O 1.850 0.234 2.937  H17 0.970, H18 0.954
20 H -1.452 -1.996 1.597  O22 0.976
21 H 0.138 -2.051 1.463  O22 0.967
22 O -0.696 -1.987 0.978  H20 0.976, H21 0.967


Version Q
The following is a quantum chemistry calculation of a cluster of 4 separate species, C3H14NO4 in total, from the Open Molecules 2025 dataset.

Output
charge	+1

Last columns: bonded neighbours and bond lengths (Å).
Element x y z (Å)
1 O -2.493 0.016 -0.826  C2 1.209
2 C -2.606 -0.045 0.377  O1 1.209, C3 1.520, H6 1.077
3 C -1.299 0.222 1.106  C2 1.520, N4 1.495, H7 1.119, H8 1.096
4 N -0.231 0.377 0.071  C3 1.495, C5 1.485, H9 1.053, H10 1.030
5 C 1.013 0.732 0.801  N4 1.485, H11 1.062, H12 1.123, H13 1.092
6 H -3.514 -0.122 0.951  C2 1.077
7 H -1.177 1.172 1.685  C3 1.119
8 H -1.063 -0.625 1.760  C3 1.096
9 H 0.018 -0.500 -0.455  N4 1.053
10 H -0.245 1.112 -0.650  N4 1.030
11 H 1.849 1.128 0.281  C5 1.062
12 H 1.739 -0.031 1.194  C5 1.123
13 H 0.865 1.374 1.672  C5 1.092
14 H -1.837 -3.113 -0.039  O16 0.963
15 H -0.315 -3.175 0.052  O16 0.965
16 O -1.064 -2.577 0.169  H14 0.963, H15 0.965
17 H 1.185 2.744 -2.210  O19 0.964
18 H 1.541 3.209 -0.770  O19 0.966
19 O 1.146 2.491 -1.281  H17 0.964, H18 0.966
20 H 1.959 -1.636 -2.016  O22 0.967
21 H 2.648 -1.562 -0.710  O22 0.966
22 O 1.881 -1.189 -1.163  H20 0.967, H21 0.966


Version R
The following is a quantum chemistry calculation of a cluster of 4 separate species, C3H14NO4 in total, from the Open Molecules 2025 dataset.

Output
charge	+1

Last columns: bonded neighbours and bond lengths (Å).
Element x y z (Å)
1 O -1.819 -0.462 -1.288  C2 1.211
2 C -0.796 -0.771 -1.859  O1 1.211, C3 1.617, H6 1.134
3 C 0.411 -0.805 -0.784  C2 1.617, C4 1.471, N5 1.527, H7 1.126
4 C 1.397 0.221 -1.156  C3 1.471, H8 0.988, H9 1.114, H10 1.092
5 N -0.234 -0.543 0.575  C3 1.527, H11 1.079, H12 1.088, H13 0.987
6 H -0.819 -1.332 -2.844  C2 1.134
7 H 0.893 -1.813 -0.933  C3 1.126
8 H 1.088 1.130 -1.391  C4 0.988
9 H 1.931 0.265 -2.133  C4 1.114
10 H 2.203 0.324 -0.427  C4 1.092
11 H -1.139 -1.103 0.752  N5 1.079
12 H -0.448 0.523 0.626  N5 1.088
13 H 0.348 -0.829 1.319  N5 0.987
14 H 1.715 4.228 -1.502  O16 1.022
15 H 0.291 4.273 -1.048  O16 1.005
16 O 0.944 3.573 -1.354  H14 1.022, H15 1.005
17 H -2.188 -0.668 2.872  O19 1.012
18 H -3.024 -0.004 1.776  O19 0.919
19 O -2.211 -0.416 1.893  H17 1.012, H18 0.919
20 H 2.661 -1.560 2.249  O22 0.942
21 H 1.832 -1.715 3.618  O22 0.937
22 O 1.863 -1.419 2.730  H20 0.942, H21 0.937


The data favor version Q; the next most stable structure lies 0.695 eV above it.


Version P
The following is a quantum chemistry calculation of a cluster of 5 separate species, C2H12O5 in total, from the Open Molecules 2025 dataset.

Output
2S+1	2
charge	+1

Last columns: bonded neighbours and bond lengths (Å).
Element x y z (Å)
1 C 0.495 -2.376 0.461  C2 1.340, H4 1.163, H5 1.098
2 C 0.359 -1.527 -0.566  C1 1.340, O3 1.346, H6 1.096
3 O 1.352 -0.992 -1.302  C2 1.346, H7 0.961
4 H -0.414 -2.976 0.870  C1 1.163
5 H 1.506 -2.685 0.757  C1 1.098
6 H -0.692 -1.360 -0.829  C2 1.096
7 H 1.036 -0.414 -2.002  O3 0.961
8 H -0.103 2.987 -1.251  O10 1.044
9 H -0.254 1.782 -0.182  O10 0.982
10 O -0.201 1.952 -1.149  H8 1.044, H9 0.982
11 H -2.093 0.881 -1.446  O13 0.955
12 H -1.948 0.330 -0.119  O13 0.914
13 O -2.533 0.310 -0.820  H11 0.955, H12 0.914
14 H -1.256 1.029 2.317  O16 0.916
15 H 0.092 1.057 1.806  O16 0.992
16 O -0.805 1.445 1.638  H14 0.916, H15 0.992
17 H 1.670 -0.276 0.613  O19 0.921
18 H 1.756 -0.448 2.074  O19 0.969
19 O 1.635 0.223 1.386  H17 0.921, H18 0.969


Version Q
The following is a quantum chemistry calculation of a cluster of 5 separate species, C2H12O5 in total, from the Open Molecules 2025 dataset.

Output
2S+1	2
charge	+1

Last columns: bonded neighbours and bond lengths (Å).
Element x y z (Å)
1 C -2.705 -0.698 -1.454  C2 1.407, H4 1.084, H5 1.084
2 C -1.538 -1.346 -1.010  C1 1.407, O3 1.280, H6 1.083
3 O -0.478 -1.312 -1.728  C2 1.280, H7 1.008
4 H -3.533 -0.578 -0.766  C1 1.084
5 H -2.599 0.026 -2.255  C1 1.084
6 H -1.589 -1.999 -0.147  C2 1.083
7 H 0.277 -1.605 -1.128  O3 1.008
8 H 2.062 -2.428 -0.159  O10 0.966
9 H 2.562 -1.069 -0.698  O10 0.967
10 O 2.033 -1.845 -0.928  H8 0.966, H9 0.967
11 H -3.257 1.649 2.684  O13 0.963
12 H -3.207 1.434 4.141  O13 0.968
13 O -2.620 1.429 3.372  H11 0.963, H12 0.968
14 H 3.525 2.391 -0.753  O16 0.964
15 H 2.895 1.714 0.527  O16 0.961
16 O 3.697 1.827 0.010  H14 0.964, H15 0.961
17 H -0.061 0.790 1.217  O19 0.964
18 H 0.776 2.023 1.016  O19 0.965
19 O 0.741 1.089 0.774  H17 0.964, H18 0.965


The data favor version Q; the next most stable structure lies 1.116 eV above it.